{
  "formula": "C44H80F6N14O2P",
  "method": "wB97M-V/def2-TZVPD",
  "charge": 4,
  "homo_energy_ha": [-0.3847, -0.5406],
  "e_tot_ev": -97441.36591,
  "gap_ha": [0.0609, 0.2168],
  "spin_multiplicity": 2,
  "symbols": ["H", "C", "C", "C", "C", "H", "H", "C", "H", "C", "N", "H", "H", "H", "C", "H", "O", "H", "H", "H", "F", "H", "H", "H", "F", "H", "C", "H", "C", "C", "H", "C", "H", "H", "C", "H", "H", "C", "N", "H", "C", "C", "H", "H", "H", "F", "N", "C", "H", "N", "H", "H", "H", "H", "H", "H", "H", "H", "C", "H", "H", "H", "H", "H", "C", "C", "H", "H", "H", "H", "H", "H", "N", "H", "H", "H", "H", "H", "H", "N", "N", "H", "H", "C", "H", "N", "N", "H", "C", "H", "H", "H", "H", "H", "C", "F", "H", "H", "C", "C", "C", "H", "H", "P", "H", "H", "H", "N", "F", "C", "C", "C", "C", "H", "F", "H", "N", "C", "H", "N", "C", "H", "C", "H", "C", "C", "N", "C", "H", "C", "O", "H", "N", "H", "C", "C", "H", "H", "H", "H", "C", "C", "C", "C", "H", "C", "C"],
  "xyz": [[5.579, -3.178, 2.929], [3.584, -1.018, -4.685], [0.753, 2.348, 1.468], [-0.539, -0.890, 0.117], [1.834, -3.386, 1.366], [-2.090, 2.224, -2.902], [3.643, -1.415, 1.375], [0.568, 4.236, 2.637], [0.620, -3.280, -4.263], [3.824, 6.761, -4.058], [3.782, -0.264, -5.741], [-6.442, -1.997, 5.169], [6.373, 2.768, -3.618], [-0.930, 0.649, -1.424], [0.861, -5.842, 3.736], [2.612, 3.369, 4.100], [-0.992, -1.739, 0.914], [-3.710, -2.489, 8.073], [-3.944, -0.489, 0.656], [0.398, -6.510, 3.009], [-5.383, 2.948, -0.607], [-2.374, 4.871, 1.211], [5.189, -3.524, 1.293], [2.494, -1.432, -2.502], [-4.429, 4.517, 0.853], [2.909, 0.878, 2.483], [-2.760, 1.738, -3.612], [-5.895, -1.095, 2.879], [-2.840, -3.081, 8.359], [-0.920, -2.780, 5.722], [-0.879, 2.993, 0.039], [3.389, 1.772, 2.881], [-2.336, -0.522, -8.274], [-2.082, 0.929, -9.066], [2.797, 1.952, -1.610], [-1.782, -1.179, 8.684], [0.060, -5.348, 4.285], [-5.665, -3.901, 6.055], [-1.609, 1.047, -6.978], [4.839, 0.125, -7.423], [1.474, -3.099, -3.611], [-0.296, 3.123, 0.939], [1.293, -3.800, -2.796], [-3.423, -4.216, 4.206], [-1.756, -0.942, -1.595], [-6.266, 3.554, 1.614], [-4.867, -2.679, 3.959], [-1.684, -2.091, 8.095], [-0.272, -0.481, -9.857], [-1.487, -1.906, 6.685], [-1.147, 5.990, 0.673], [0.240, -4.993, 1.144], [3.058, 2.404, -0.653], [-4.180, -2.085, -0.242], [1.570, -6.295, 4.429], [-2.407, 0.225, -0.596], [6.510, 5.603, -4.310], [-0.056, 2.490, -7.505], [-1.436, -0.163, -0.903], [3.685, -1.345, 3.027], [2.947, -3.910, 4.310], [-1.378, 5.870, 2.411], [4.799, 1.344, -2.414], [-0.982, 0.433, 3.354], [5.670, 3.587, -3.564], [1.033, -4.491, 1.680], [-2.887, -0.158, -5.785], [2.440, -3.416, -4.003], [4.478, 7.516, -3.622], [0.275, 0.804, -8.784], [-2.383, 0.068, 6.362], [0.593, 0.273, -5.041], [4.402, 3.251, -3.094], [3.597, 1.475, -3.525], [2.817, 6.848, -3.648], [0.785, 4.857, 3.493], [-4.929, -4.002, 6.852], [4.142, 1.487, 3.617], [1.714, 1.920, 4.166], [1.408, -4.791, 2.959], [1.266, 3.061, 2.509], [1.880, 2.424, -1.962], [-3.678, 2.321, -3.682], [3.818, -2.073, 2.226], [-0.517, -3.716, 6.078], [-1.761, -1.073, 4.579], [-0.447, 4.324, 1.665], [0.782, -0.986, -2.953], [-5.538, -2.599, 5.251], [-5.505, -1.052, 0.423], [1.170, 1.398, 1.166], [-0.892, -2.576, 3.413], [-6.639, -4.167, 6.464], [-2.446, -0.388, 2.660], [2.222, 2.577, 3.460], [-5.576, 1.506, 1.069], [-2.788, -4.023, 7.813], [-3.077, -3.299, 9.401], [-2.013, -0.825, 5.880], [-1.911, -0.097, 3.564], [-3.856, -3.499, 3.524], [3.753, 7.001, -5.119], [5.504, -1.042, -6.185], [-4.846, 2.935, 0.992], [5.637, 0.717, -5.917], [5.928, -1.899, 1.794], [2.633, 4.543, -3.095], [-4.403, -2.195, 1.760], [-3.387, 2.478, 0.302], [-1.088, 2.526, -5.421], [2.473, -3.920, 3.339], [-3.608, -3.266, 2.170], [1.623, -0.044, -5.119], [1.867, -2.764, 0.484], [-4.222, 2.837, 2.535], [-2.530, 0.713, 3.947], [4.409, 5.394, -3.795], [1.649, -1.611, -3.166], [-2.952, -3.788, 1.489], [2.253, -0.894, -4.290], [-2.296, 0.738, -5.909], [4.330, -1.726, -4.355], [3.667, 4.335, -3.327], [3.845, 2.286, 2.035], [-1.636, 0.313, -8.284], [-0.726, 2.154, -6.727], [2.766, -3.096, 2.322], [-0.293, -0.125, -8.827], [0.162, -0.849, -8.150], [5.038, -0.073, -6.370], [0.665, -0.576, -0.017], [2.480, 0.788, -7.136], [-2.113, 1.760, -4.950], [-2.928, 0.715, -3.275], [-4.492, -1.427, 0.568], [2.575, 0.256, -6.200], [-0.593, 3.350, -4.928], [-0.767, -2.502, 8.518], [-4.864, -1.873, 5.707], [-5.383, -4.711, 5.382], [5.228, -2.705, 2.012], [3.921, 1.961, -2.604], [-5.130, -1.857, 2.884], [5.746, 4.952, -3.911], [2.521, 0.898, -1.577], [-1.410, 5.305, 1.479], [-1.098, -2.272, 4.429]]
}